Entry 1:
ORCA calculation (ωB97M-V/def2-TZVPD) on the molecule C18H24N2O4.

The orbital gap is 9.70 eV. Its maximum force is 0.84 eV/A. As for the structure (SMILES): CCCCCCC(=O)N(O)[C@H]1CC(=O)N(c2ccc(C)cc2)C1=O.

```
48
Properties=species:S:1:pos:R:3:forces:R:3
C -4.3781 -4.4441 0.0010 0.2 0.2 0.1
C -3.9590 -2.9801 0.0622 -0.3 -0.1 -0.1
C -5.1022 -2.0528 -0.3476 0.3 0.1 -0.1
C -4.6838 -0.5883 -0.4746 -0.1 -0.2 0.2
C -4.2990 0.0411 0.8625 0.0 0.1 -0.3
C -3.9819 1.5369 0.7251 0.0 -0.1 0.1
C -2.8210 1.7565 -0.2117 -0.4 0.0 0.5
O -2.9222 2.0596 -1.3815 -0.1 0.1 -0.4
N -1.5839 1.5902 0.3361 0.7 -0.4 0.0
C -0.3876 1.6369 -0.4659 -0.2 0.1 0.1
C 0.4886 0.4171 -0.1955 -0.5 0.2 0.1
O 0.0936 -0.6987 0.0311 0.0 -0.1 0.0
N 1.7968 0.8369 -0.1976 0.4 -0.3 0.0
C 1.9326 2.2234 -0.2621 -0.2 0.4 -0.1
O 2.9766 2.8064 -0.3334 0.1 0.1 0.0
C 0.5434 2.8194 -0.2093 -0.1 0.1 0.0
H 0.4376 3.6353 -0.9215 0.1 0.0 0.0
H 0.3775 3.2199 0.7943 0.1 0.0 0.0
C 2.9008 -0.0540 -0.1006 0.3 -0.3 0.0
C 2.9137 -1.2165 -0.8568 0.0 0.2 0.0
C 3.9867 -2.0832 -0.7585 0.1 0.0 0.1
C 5.0583 -1.8035 0.0788 -0.1 0.0 0.0
C 5.0286 -0.6312 0.8269 -0.1 -0.1 -0.1
C 3.9598 0.2396 0.7480 -0.1 0.0 0.0
H 3.9494 1.1448 1.3337 0.0 0.1 0.0
H 5.8538 -0.3994 1.4840 0.1 0.0 0.1
C 6.2278 -2.7328 0.1827 0.0 0.0 0.0
H 7.1411 -2.2251 -0.1246 0.1 0.0 0.0
H 6.0886 -3.6084 -0.4456 0.0 -0.1 0.0
H 6.3614 -3.0599 1.2129 0.1 -0.1 0.0
H 3.9897 -2.9880 -1.3482 0.0 -0.1 -0.1
H 2.0883 -1.4439 -1.5131 -0.1 0.0 0.0
H -0.7364 1.6178 -1.5066 0.2 -0.1 0.2
O -1.4059 1.2510 1.6723 -0.1 0.2 0.1
H -1.2804 0.2859 1.7244 0.0 0.1 -0.4
H -4.8450 2.0551 0.3062 0.1 0.0 0.0
H -3.7444 1.9567 1.7031 -0.1 0.0 0.0
H -5.1258 -0.0713 1.5675 0.0 0.0 0.1
H -3.4362 -0.4801 1.2795 0.0 0.0 0.1
H -3.8444 -0.5132 -1.1686 0.0 0.0 -0.1
H -5.5117 -0.0193 -0.9034 0.0 0.1 -0.1
H -5.9146 -2.1371 0.3787 -0.1 0.0 0.0
H -5.4894 -2.3852 -1.3137 -0.1 -0.1 0.0
H -3.6374 -2.7475 1.0789 0.1 0.1 0.0
H -3.1072 -2.8180 -0.6019 0.1 0.1 0.0
H -5.2272 -4.6248 0.6571 -0.1 -0.1 0.1
H -3.5602 -5.0900 0.3119 0.0 -0.1 0.0
H -4.6655 -4.7176 -1.0120 0.0 -0.1 -0.1
```
Positions in Å, forces in eV/Å.

Entry 2:
ORCA calculation (ωB97M-V/def2-TZVPD) on a structure of composition C23H43BBaCl2F4N3O4Si.

The orbital gap is 6.07 eV. Its maximum force is 2.29 eV/A. The charge is -1.

```
82
Properties=species:S:1:pos:R:3:forces:R:3
C 4.2394 -1.1459 0.5913 -0.1 -0.1 -0.3
C 3.6460 -0.2151 1.5968 -0.7 0.9 1.0
H 5.2734 -0.9247 0.3346 0.1 0.0 0.1
H 3.6375 -1.1045 -0.3238 0.0 0.0 0.3
H 4.1888 -2.1819 0.9532 0.0 0.1 0.0
C 4.2717 0.8085 2.1922 0.0 -0.5 -0.2
C 5.6995 1.1661 1.9482 0.7 0.2 -0.1
H 3.7440 1.4297 2.9187 0.0 -0.2 -0.1
H 6.0579 0.8161 0.9672 -0.1 0.2 0.4
H 6.3769 0.7463 2.7101 -0.1 0.1 -0.1
H 5.8475 2.2520 1.9822 0.0 0.0 0.0
Ba -1.2863 0.0620 -1.2037 1.0 0.3 1.0
Cl 0.9091 0.2410 -3.2111 -0.4 0.1 1.0
C -1.9804 0.8663 2.6032 0.4 0.3 -1.9
O -1.7997 1.2508 1.4239 -0.4 -0.5 1.8
N -2.7190 1.5114 3.5140 0.0 0.3 0.1
C -3.4285 2.7422 3.2075 0.0 0.0 0.2
C -2.8130 1.0422 4.8825 0.0 0.1 -0.1
H -1.5404 -0.0756 2.9742 -0.1 0.3 -0.1
H -3.5860 2.8389 2.1285 0.1 -0.1 0.3
H -2.8822 3.6226 3.5888 -0.1 -0.2 -0.2
H -4.3916 2.7071 3.7368 0.1 0.0 -0.3
H -2.3782 0.0429 4.9548 -0.1 0.2 0.1
H -3.8675 1.0192 5.1740 0.1 -0.2 0.0
H -2.2844 1.7174 5.5717 0.0 -0.2 -0.2
H -6.4165 -1.2766 -3.0163 0.1 0.2 0.0
H -5.5776 -3.4109 -2.0398 0.2 0.0 -0.1
C -5.4007 -0.8711 -3.0260 -0.1 0.4 0.1
C -5.0019 -3.3399 -2.9685 0.1 0.1 -0.1
N -4.4878 -1.9910 -3.1348 0.4 -0.1 -0.1
H -5.2065 -0.3054 -2.0990 -0.2 -0.3 -0.4
C -3.1913 -1.7501 -3.3514 -0.1 0.8 0.2
O -2.7083 -0.6009 -3.4572 -0.5 -1.4 0.2
H -4.1507 -4.0253 -2.9437 -0.2 0.0 0.1
H -2.5811 -2.6698 -3.3849 0.1 0.3 -0.1
H -5.2608 -0.2004 -3.8860 -0.1 -0.2 0.3
H -5.6508 -3.6049 -3.8122 0.1 0.0 0.1
H 3.0576 1.3167 -0.8725 -0.2 0.1 -0.1
H 3.2528 3.1261 1.1873 -0.2 0.1 -0.2
C 2.6311 2.1876 -1.3862 0.0 -0.5 0.0
C 2.7363 3.7865 0.4719 -0.1 0.1 0.0
N 1.9044 3.0078 -0.4361 -0.6 0.9 0.2
H 1.9537 1.8357 -2.1704 0.3 0.2 0.4
C 0.5601 3.1403 -0.4331 0.4 -0.8 -0.3
O -0.2280 2.4054 -1.0499 0.6 1.2 0.4
H 2.1167 4.5075 1.0231 0.2 -0.2 -0.1
H 0.1906 3.9908 0.1793 0.1 -0.4 0.0
H 3.4420 2.7821 -1.8197 -0.1 0.1 0.0
H 3.5013 4.3226 -0.1046 -0.2 0.0 0.1
O 1.5722 -0.4331 0.5803 -1.5 1.1 -1.0
C 2.1244 -0.4577 1.7989 0.1 -1.2 -0.5
C 1.1447 1.7379 2.8198 0.1 0.0 0.3
C 1.4504 0.3749 2.9245 0.6 -0.2 -0.7
H 1.2079 2.2356 1.8452 0.1 -0.4 0.5
C 0.7989 2.4601 3.9701 -0.1 0.4 -0.4
H 2.0691 -1.5308 2.1366 0.1 0.2 0.7
C 1.2183 -0.2650 4.1332 0.2 -0.1 0.4
H 0.6516 3.5460 3.9005 0.0 -0.4 0.0
C 0.6778 1.8362 5.2082 0.0 -0.4 0.2
C 0.8635 0.4518 5.2715 -0.1 0.1 0.2
H 1.3924 -1.3464 4.1866 0.0 0.4 0.0
H 0.4420 2.4005 6.1212 0.1 -0.2 -0.5
H 0.7816 -0.0738 6.2223 -0.1 0.1 -0.1
Si 1.2616 -2.4372 -4.1439 0.6 -1.0 -1.9
Cl 2.6171 -2.4086 -2.5004 -0.2 0.1 -0.8
C 0.8093 -1.1928 -5.5759 -0.9 1.2 0.3
C 0.0576 -3.7846 -3.5051 -0.4 0.6 0.3
C 2.0641 -3.5557 -5.5300 0.3 -0.2 0.8
H 0.3826 -0.2006 -5.2305 0.5 -1.6 -0.8
H 0.0903 -1.6467 -6.2852 0.4 -0.2 0.2
H 1.7418 -0.9794 -6.1349 -0.4 -0.2 0.3
H 2.7829 -2.9949 -6.1344 0.0 -0.1 0.1
H 1.2421 -3.8701 -6.1931 0.2 0.1 0.2
H 2.5521 -4.4577 -5.1452 0.0 0.0 -0.1
H -0.3670 -3.5623 -2.5078 0.1 -0.2 -0.4
H 0.6287 -4.7314 -3.4320 -0.1 0.6 0.0
H -0.7498 -3.9495 -4.2340 0.1 0.1 0.2
F -2.6916 -1.5551 0.4527 -0.7 0.2 0.0
B -4.0224 -0.9585 0.5765 0.4 0.1 0.0
F -4.2542 -0.6220 1.9124 0.0 -0.2 -0.7
F -3.9945 0.2292 -0.2575 0.0 -0.6 0.3
F -4.9645 -1.8560 0.0640 0.2 0.3 0.2
```
Positions in Å, forces in eV/Å.

Entry 3:
ORCA calculation (ωB97M-V/def2-TZVPD) on a cluster of 6 separate species, H11O5S in total.

The orbital gap (alpha / beta) is 10.22 / 6.28 eV. Its maximum force is 2.47 eV/A. Its multiplicity is 2.

```
17
Properties=species:S:1:pos:R:3:forces:R:3
S 1.6124 -1.9947 0.7007 1.4 1.7 -0.6
H 0.9573 -3.0041 1.0941 -1.3 -1.9 0.7
H -0.2177 0.5079 0.9711 -0.4 0.7 -0.4
H -1.2647 0.3707 1.9800 -0.6 0.3 0.2
O -1.0914 0.8907 1.1864 1.0 -0.9 0.3
H -0.3652 2.7425 1.1601 1.4 1.5 -0.6
H 1.1170 3.3610 1.0461 -1.0 -0.2 -0.1
O 0.1741 3.5563 0.8769 -0.5 -1.2 0.7
H 2.9233 1.6401 0.2078 -1.1 -0.9 0.1
H 2.1431 0.2536 0.1668 0.5 0.1 -0.3
O 2.0619 1.1845 0.3764 0.7 0.9 0.1
H -0.0972 -1.6645 -2.5525 -0.1 1.4 1.6
H 0.1836 -1.1740 -1.0052 -1.0 0.2 -2.1
O -0.2835 -0.9365 -1.8789 1.1 -1.6 0.3
H -2.1795 -1.4656 -1.9054 1.1 0.7 -0.2
H -2.6919 -2.4259 -0.8397 -0.4 0.9 -1.0
O -2.9817 -1.8420 -1.5849 -0.9 -1.6 1.4
```
Positions in Å, forces in eV/Å.

Entry 4:
ORCA calculation (ωB97M-V/def2-TZVPD) on a cluster of 2 separate species, C2O4S in total.

The orbital gap is 9.27 eV. Its maximum force is 2.36 eV/A. As for the structure (SMILES): O=S1#CO1.O=C=O.

```
7
Properties=species:S:1:pos:R:3:forces:R:3
C -0.4613 -0.7088 0.1945 -2.0 -1.3 -0.2
C -0.7987 1.7847 -0.3268 -0.6 0.1 -0.6
O 0.2303 1.3016 -0.1319 1.5 1.1 0.4
O -1.8271 2.2071 -0.6008 -0.7 0.5 0.1
O 0.0774 -1.1744 -0.8429 0.2 0.0 0.5
O 1.5152 -2.3506 1.1540 -0.4 -0.2 0.3
S 1.2643 -1.0595 0.5539 2.0 -0.1 -0.4
```
Positions in Å, forces in eV/Å.

Entry 5:
ORCA calculation (ωB97M-V/def2-TZVPD) on a structure of composition C10H21INO2P2Tc.

The orbital gap (alpha / beta) is 3.76 / 6.37 eV. Its maximum force is 8.40 eV/A. Its multiplicity is 4. The charge is +3.

```
38
Properties=species:S:1:pos:R:3:forces:R:3
C -2.9581 2.6386 -0.9373 -0.4 0.0 1.2
C -1.7840 1.7857 -1.3188 2.3 0.2 -8.1
H -3.3385 3.1778 -1.8290 0.5 -0.4 0.2
H -2.6162 3.3326 -0.1644 -0.2 0.0 0.1
H -3.7194 1.9771 -0.5148 -0.1 0.1 0.1
O -1.3192 1.7040 -2.4555 -2.3 0.3 6.1
I -0.8245 -0.0549 2.8038 -0.2 0.4 -0.8
Tc -0.2498 0.1826 0.0781 -0.5 -0.7 4.3
P -1.0664 -2.0178 -0.2091 -0.5 -2.1 -0.4
C -0.0905 -3.1222 -1.2672 0.3 0.3 -0.1
C -1.2410 -3.0162 1.3093 0.1 0.6 0.0
H -1.9177 -3.8385 1.0713 0.0 -0.1 0.2
H -3.1190 -2.9661 -1.0470 0.0 0.3 0.1
H -1.6815 -2.3940 2.0979 -0.3 -0.3 0.0
H -3.3932 -1.3049 -0.3625 0.1 -0.5 -0.1
H 0.8093 -3.4769 -0.7421 -0.4 0.0 -0.1
H -0.2786 -3.3845 1.6843 -0.2 0.0 -0.3
C -2.7228 -1.9408 -0.9675 -0.1 0.6 0.1
H -0.7559 -3.9617 -1.5005 0.2 0.0 -0.1
H -2.6690 -1.4913 -1.9687 0.1 -0.3 0.1
H 0.2476 -2.6351 -2.1904 -0.3 -0.2 0.1
P 1.6963 1.3876 0.6702 1.9 1.0 0.4
C 3.2234 0.9654 -0.2144 -0.2 -0.3 -0.3
C 1.4152 3.1612 0.3526 -0.6 0.0 -0.1
H 1.3468 1.3343 3.0616 0.2 0.4 0.2
H 2.8990 2.0943 2.6034 0.0 -0.1 0.2
H 2.7115 0.2969 2.6333 0.0 0.3 -0.2
C 2.2273 1.2557 2.4121 -0.5 -0.2 -0.2
H 0.5116 3.5077 0.8847 0.5 0.0 0.0
H 2.3046 3.7222 0.6824 -0.3 -0.1 -0.1
H 3.9127 1.7950 -0.0177 0.0 -0.2 -0.1
H 3.0676 0.8473 -1.2940 0.1 0.3 0.2
H 1.2474 3.3398 -0.7183 0.2 -0.1 0.2
H 3.6438 0.0183 0.1564 -0.1 0.4 0.0
C 0.4207 0.1001 -1.7121 3.0 -0.6 -7.3
O 0.8015 0.0800 -2.8284 -1.8 0.0 5.8
N 2.0138 -1.9281 1.1304 -2.4 2.4 -1.7
C 1.2453 -1.1712 0.6281 1.7 -1.6 0.6
```
Positions in Å, forces in eV/Å.

Entry 6:
ORCA calculation (ωB97M-V/def2-TZVPD) on a structure of composition C7H12N4O3SV.

The orbital gap (alpha / beta) is 5.31 / 4.92 eV. Its maximum force is 4.29 eV/A. Its multiplicity is 4. The charge is +2.

```
28
Properties=species:S:1:pos:R:3:forces:R:3
V 2.6457 -1.7965 0.1705 1.9 -1.0 -3.4
O -0.2021 1.3112 -1.9117 0.3 -0.7 0.4
C -0.8509 2.2567 -2.3036 0.7 0.1 -0.7
O -1.8051 1.0197 -0.0379 -1.6 0.9 -0.3
C -2.4442 1.8787 -0.6111 -0.5 0.4 0.2
O -3.6747 2.3400 -0.2751 0.7 -0.2 0.0
N -2.0555 2.6232 -1.7452 0.8 -0.4 0.2
C -3.9993 3.5488 -1.0181 -0.9 0.0 0.7
C -2.9256 3.7867 -2.0547 0.8 -0.4 -0.1
H -4.0379 4.3515 -0.2782 -0.2 -0.1 -0.2
H -4.9770 3.4126 -1.4883 0.1 0.0 0.3
H -2.4155 4.7532 -1.9244 0.1 -0.5 0.2
H -3.3307 3.8045 -3.0746 0.2 -0.5 0.2
C -0.3676 3.0169 -3.4667 0.5 -0.2 -0.6
C 0.7403 2.5515 -4.0846 -1.3 1.1 0.2
H -0.9987 3.8536 -3.7644 0.6 -0.1 -0.4
H 1.2649 1.7076 -3.6465 -0.1 0.1 -0.2
H 1.0946 3.0126 -5.0018 0.1 -0.1 0.2
N 0.6628 -2.2151 -0.2359 -0.1 0.2 -0.6
N 0.9382 -2.7473 1.0488 0.4 -0.8 -0.3
C 1.5270 -1.9239 1.9592 0.4 0.9 4.2
N 1.8610 -2.4503 3.1954 -0.1 0.4 -2.3
S 1.9811 -0.2515 1.5505 -1.5 -0.2 1.6
H 0.3923 -2.9550 -0.8897 -0.2 0.1 0.2
H -0.0173 -1.4273 -0.2453 0.1 -0.4 0.2
H 0.9619 -3.7798 1.1737 -0.6 0.8 0.0
H 2.2766 -1.7767 3.8329 0.0 -0.2 0.0
H 2.1842 -3.4244 3.2769 -0.6 0.5 0.2
```
Positions in Å, forces in eV/Å.